a.
Density functional theory data (ωB97M-V with the def2-TZVPD basis set) for a single C4H8OS2 molecule.

Geometry (Å):
C1 2.707 0.385 -0.329
C2 1.202 0.317 -0.078
O1 0.451 1.249 0.004
S1 0.741 -1.387 0.360
C3 -0.959 -0.969 0.858
C4 -1.708 -0.254 -0.301
S2 -3.139 0.799 0.245
H1 3.192 0.130 0.619
H2 2.875 1.366 -0.791
H3 2.936 -0.559 -1.059
H4 -0.875 -0.363 1.715
H5 -1.479 -1.844 1.056
H6 -0.990 0.439 -0.725
H7 -2.054 -1.065 -0.971
H8 -2.900 1.757 -0.603

Summary:
E_LUMO = 0.67 eV
M = 136.24 Da
Charge = 0
Structure (SMILES) = CC(=O)SCCS
Orbital gap = 9.7 eV

b.
Density functional theory data (ωB97M-V with the def2-TZVPD basis set) for a single C4H8OS2 molecule.

Geometry (Å):
C1 0.354 -1.437 -2.542
C2 0.238 -1.120 -1.007
S1 0.564 -2.180 0.187
S2 -0.273 0.473 -0.793
C3 -0.181 0.746 0.964
C4 -0.486 2.243 1.158
O1 -0.530 2.569 2.520
H1 0.565 -2.523 -2.621
H2 1.147 -0.801 -3.021
H3 -0.564 -1.253 -3.056
H4 -0.911 0.154 1.522
H5 0.793 0.461 1.281
H6 0.158 2.941 0.644
H7 -1.527 2.347 0.663
H8 0.377 2.832 2.680

Summary:
E_LUMO = 0.04 eV
M = 136.24 Da
Charge = 0
Structure (SMILES) = CC(=S)SCCO
Orbital gap = 8.7 eV

c.
Density functional theory data (ωB97M-V with the def2-TZVPD basis set) for a 2-piece molecular cluster, C4H8OS2 overall.

Geometry (Å):
C1 0.524 -1.262 0.599
C2 -0.338 -0.110 0.156
C3 -0.211 1.253 0.881
C4 0.145 1.084 -0.600
H1 2.438 -0.441 0.373
H2 -0.118 -1.568 1.377
H3 0.626 -1.940 -0.257
H4 -1.093 -1.670 -1.243
H5 -1.140 1.729 1.215
H6 0.580 1.390 1.727
H7 1.222 1.306 -0.708
H8 -1.924 0.117 -2.490
O1 1.738 -0.902 1.147
S1 -1.845 -0.734 -0.247
S2 -0.606 1.749 -1.929

Summary:
E_LUMO = -0.99 eV
M = 136.24 Da
Charge = 0
Orbital gap = 7.4 eV

Bottom line: a, by a margin of 1.7 kcal/mol.